1.
Computed, not measured: C26H41AlF15O9 as an isolated structure, with ωB97M-V/def2-TZVPD.

Summary:
Highest occupied orbital energy ... -4.5 eV
Net charge ... -1

Last column: Löwdin charge in e.
Positions of all 92 atoms, in Å:
C (2.98869, 3.73408, 3.13843)  -0.111
C (1.60143, 3.89248, 3.79068)  -0.259
C (0.74071, 5.00488, 3.16174)  -0.267
C (-0.29055, 4.46829, 2.16307)  -0.373
C (-0.84294, 5.60961, 1.30326)  -0.164
Al (-1.77562, 3.33618, 2.97308)  0.221
O (-1.43319, 2.90297, 4.68253)  -0.188
C (-3.57188, 4.27550, 2.90951)  -0.274
C (-4.54199, 3.65057, 3.94076)  -0.213
C (-1.94754, 1.57112, 2.00560)  -0.169
C (-1.11872, 0.41390, 2.59863)  -0.133
C (0.22048, 0.22786, 1.93733)  -0.652
F (0.22136, -0.83237, 1.09605)  0.087
F (0.63720, 1.23290, 1.18088)  0.127
F (1.22965, -0.00675, 2.77910)  0.126
H (3.78652, 4.09656, 3.79016)  0.056
H (3.04594, 4.28632, 2.19863)  0.062
H (3.21023, 2.68759, 2.91899)  0.053
H (1.06182, 2.94720, 3.72791)  0.076
H (1.72236, 4.07884, 4.86054)  0.096
H (1.41969, 5.70850, 2.65159)  0.092
H (0.24708, 5.58573, 3.95112)  0.098
H (0.27369, 3.80517, 1.48644)  0.081
H (-1.51741, 5.24221, 0.52436)  0.060
H (-1.39699, 6.33457, 1.90781)  0.060
H (-0.04091, 6.16866, 0.79566)  0.058
H (-1.48306, 3.69945, 5.22252)  0.009
H (-4.02272, 4.19855, 1.91380)  0.034
H (-3.44497, 5.34259, 3.12516)  0.030
H (-4.52490, 4.19597, 4.88763)  0.051
H (-4.27247, 2.61946, 4.19385)  0.042
H (-5.57907, 3.62479, 3.58815)  0.045
H (-1.72583, 1.67524, 0.93912)  0.039
H (-2.99859, 1.27455, 2.07963)  0.043
H (-1.62668, -0.54439, 2.46112)  0.105
H (-0.95361, 0.54888, 3.66932)  0.109
C (3.02892, -0.79898, -0.87419)  -0.068
C (3.29767, -1.46946, 0.45253)  -0.163
O (3.97076, -2.75119, 0.27117)  0.037
C (5.26591, -2.72450, 0.04440)  -0.417
O (5.99781, -1.77957, -0.01623)  0.168
C (5.78526, -4.17667, -0.10000)  -0.529
F (4.95681, -4.91447, -0.86018)  0.143
F (5.86693, -4.76377, 1.10862)  0.157
F (6.99514, -4.19476, -0.65926)  0.165
H (2.45344, -1.45665, -1.52710)  0.087
H (2.44986, 0.10794, -0.70359)  0.065
H (3.95459, -0.52787, -1.37953)  0.082
H (2.37356, -1.72301, 0.95977)  0.105
H (3.89758, -0.84416, 1.11186)  0.131
C (3.05608, -6.08879, -3.26839)  -0.057
C (1.90544, -7.01671, -3.58007)  -0.187
O (0.65889, -6.49898, -3.05577)  0.035
C (0.04651, -5.59352, -3.79815)  -0.403
O (0.38823, -5.16350, -4.86036)  0.170
C (-1.27151, -5.16309, -3.10833)  -0.531
F (-1.09350, -4.91185, -1.80663)  0.167
F (-2.18133, -6.14944, -3.22591)  0.159
F (-1.76582, -4.06829, -3.68923)  0.161
H (3.11615, -5.90838, -2.19689)  0.072
H (3.99155, -6.54004, -3.59829)  0.087
H (2.93841, -5.13103, -3.77435)  0.084
H (2.02469, -7.97719, -3.08380)  0.125
H (1.79161, -7.18471, -4.65038)  0.123
C (-4.20768, -3.68322, -0.80223)  -0.051
C (-3.18205, -2.59454, -1.02149)  -0.204
O (-3.81019, -1.29886, -1.16405)  0.016
C (-4.14998, -0.69904, -0.02656)  -0.394
O (-4.02333, -1.13054, 1.07954)  0.170
C (-4.69417, 0.72132, -0.32006)  -0.540
F (-5.54958, 0.70558, -1.36087)  0.151
F (-3.67220, 1.52401, -0.63735)  0.161
F (-5.32636, 1.20709, 0.74232)  0.179
H (-4.93756, -3.68904, -1.61235)  0.086
H (-3.71039, -4.65310, -0.77509)  0.074
H (-4.73237, -3.53877, 0.14100)  0.079
H (-2.64401, -2.73764, -1.95571)  0.099
H (-2.46219, -2.54804, -0.20432)  0.129
C (-0.73346, 0.61802, -1.81224)  -0.038
C (-0.41913, 0.64415, -3.28865)  -0.170
O (0.39741, 1.79287, -3.63129)  0.043
C (1.69229, 1.66994, -3.40274)  -0.384
O (2.27501, 0.71845, -2.96985)  0.140
C (2.42355, 2.96054, -3.84695)  -0.533
F (1.79632, 4.06046, -3.41871)  0.171
F (2.47314, 3.00413, -5.19448)  0.151
F (3.67280, 2.97242, -3.38423)  0.170
H (-1.21980, 1.54268, -1.50480)  0.085
H (-1.40601, -0.21309, -1.59784)  0.075
H (0.17082, 0.49137, -1.21807)  0.058
H (-1.31938, 0.76500, -3.88728)  0.126
H (0.10167, -0.25717, -3.61149)  0.123

=====

2.
Computed, not measured: a 3-piece molecular cluster, C26H41F9N2O13PS2 overall, with ωB97M-V/def2-TZVPD.

Summary:
Highest occupied orbital energy ... -11.9 eV
Net charge ... +1
Relative energy (zero: lowest compared OMol25 entry of this formula, charge and spin) ... 0.0000 eV

Last column: Löwdin charge in e.
Positions of all 94 atoms, in Å:
C (2.78431, -0.65203, 3.24297)  -0.082
C (1.47179, 0.14584, 3.34030)  -0.250
C (0.41330, -0.54608, 4.20479)  -0.164
C (-0.87263, 0.25687, 4.28304)  -0.148
O (-1.46760, 0.18393, 2.96964)  -0.083
C (-2.39409, 1.09886, 2.51728)  -0.353
S (-3.71879, -0.13397, 1.93379)  0.851
O (-4.09692, -0.84983, 3.11538)  -0.235
O (-3.24737, -0.81175, 0.77162)  -0.213
C (-5.23683, 0.84003, 1.40167)  -0.466
F (-5.25133, 0.89253, 0.08188)  0.151
F (-5.12843, 2.08369, 1.88410)  0.102
C (-6.60039, 0.27363, 1.91152)  -0.366
F (-7.51521, 1.09023, 1.38343)  0.183
F (-6.63513, 0.40702, 3.24352)  0.155
C (-6.94289, -1.20860, 1.52058)  -0.581
F (-8.20953, -1.29558, 1.19968)  0.222
F (-6.19829, -1.57744, 0.48495)  0.192
F (-6.69268, -2.01249, 2.53064)  0.205
C (-1.69547, 2.04726, 1.47858)  -0.064
C (-1.99397, 1.75588, -0.01361)  -0.295
F (-1.71900, 2.88336, -0.77270)  -0.013
C (-1.07024, 0.64597, -0.49572)  -0.181
C (-1.39600, 0.18376, -1.92190)  -0.051
C (-1.80593, 3.47630, 2.13730)  -0.233
C (-0.42657, 3.78130, 2.78043)  -0.415
O (-0.31790, 4.03118, 3.94794)  0.165
N (0.65724, 3.84458, 1.87463)  0.192
C (1.76436, 4.55627, 2.43404)  -0.483
O (1.82068, 5.71787, 2.55518)  0.229
F (2.75827, 3.70334, 2.77969)  0.132
P (-2.32816, 4.98993, 1.13361)  0.219
O (-2.13659, 6.15997, 2.20509)  -0.164
O (-1.13924, 5.27371, 0.11996)  -0.160
S (-4.11204, 4.83800, 0.48182)  0.446
C (-2.72779, 3.26245, 3.32368)  -0.166
C (-3.33079, 4.33831, 4.13961)  0.041
N (-2.95196, 2.00472, 3.54047)  0.035
C (-3.76421, 1.51664, 4.67538)  0.041
H (2.87245, -1.37690, 4.05626)  0.076
H (3.64886, 0.01228, 3.29564)  0.073
H (2.85423, -1.18371, 2.29084)  0.075
H (1.05650, 0.26047, 2.33034)  0.095
H (1.66856, 1.14793, 3.74186)  0.102
H (0.78366, -0.74621, 5.21418)  0.131
H (0.16781, -1.51627, 3.75466)  0.135
H (-0.63753, 1.30075, 4.53453)  0.129
H (-1.55560, -0.13307, 5.04210)  0.125
H (-0.65119, 1.74138, 1.58510)  0.121
H (-3.03649, 1.49610, -0.19228)  0.123
H (-1.10350, -0.18459, 0.20903)  0.107
H (-0.06093, 1.08010, -0.45993)  0.116
H (-0.76502, 0.69272, -2.65019)  0.080
H (-1.26474, -0.89393, -2.01734)  0.082
H (-2.44022, 0.40499, -2.16801)  0.084
H (0.96377, 2.91328, 1.59631)  0.145
H (-1.23269, 6.27949, 2.54154)  0.101
H (-1.47791, 5.29341, -0.78918)  0.096
H (-3.93230, 4.95544, 3.46016)  0.094
H (-3.97674, 3.97498, 4.93295)  0.095
H (-2.54559, 4.98532, 4.53727)  0.115
H (-4.82041, 1.58616, 4.42486)  0.107
H (-3.52665, 2.11142, 5.55666)  0.116
H (-3.51667, 0.48054, 4.87312)  0.087
C (3.74878, -3.47495, -2.22628)  -0.056
C (2.39135, -2.89054, -2.53558)  -0.198
O (2.17199, -1.64704, -1.83145)  0.026
C (2.74667, -0.58099, -2.38013)  -0.613
O (3.38609, -0.54567, -3.39711)  0.130
O (2.47543, 0.47795, -1.60262)  -0.026
C (3.06781, 1.70333, -2.04924)  -0.035
H (3.88655, -3.59351, -1.15074)  0.081
H (3.84748, -4.44896, -2.70441)  0.085
H (4.54162, -2.82987, -2.60299)  0.077
H (1.59178, -3.54460, -2.19407)  0.123
H (2.26480, -2.72230, -3.60406)  0.124
H (2.82803, 1.89142, -3.09312)  0.098
H (4.14833, 1.67200, -1.92219)  0.101
H (2.64350, 2.48460, -1.42346)  0.083
C (5.84560, -7.88315, -6.93061)  -0.064
C (4.50393, -7.23754, -7.19471)  -0.209
O (4.33310, -6.03071, -6.42703)  0.030
C (4.93401, -4.95090, -6.92668)  -0.613
O (5.56416, -4.89410, -7.95007)  0.127
O (4.70760, -3.93027, -6.09652)  -0.008
C (5.32853, -2.69805, -6.48052)  -0.031
H (5.98141, -8.05531, -5.86235)  0.081
H (5.90465, -8.84094, -7.44736)  0.082
H (6.65771, -7.25007, -7.28511)  0.077
H (3.68864, -7.88223, -6.87245)  0.122
H (4.36957, -7.01255, -8.25182)  0.123
H (5.07577, -2.44305, -7.50702)  0.097
H (6.40981, -2.77165, -6.37672)  0.100
H (4.93771, -1.94807, -5.79835)  0.086

=====

3.
Computed, not measured: C26H41N2O2P2Pd as an isolated structure, with ωB97M-V/def2-TZVPD.

Summary:
Multiplicity ... 5
Highest occupied orbital energy (alpha / beta) ... -8.2 / -10.0 eV
Net charge ... +1
<S²> ... 6.053

Last column: Löwdin charge in e.
Positions of all 74 atoms, in Å:
C (4.58333, 0.70036, -0.02096)  0.012
C (3.21943, 0.79765, -0.40489)  -0.341
N (2.51004, -0.35955, -0.62267)  0.009
C (3.04533, -1.55908, -0.32837)  -0.318
C (4.37807, -1.68625, 0.06869)  0.012
C (5.15272, -0.54064, 0.20792)  -0.023
C (2.58777, 2.04679, -0.62255)  -0.190
P (0.84027, 2.14291, -0.85621)  0.775
Pd (0.27027, -0.10911, -0.89786)  0.490
P (0.54639, -2.43340, -1.11503)  0.805
C (2.12655, -2.76728, -0.25473)  -0.263
C (-1.69840, -0.03990, -1.60247)  -0.297
C (-2.59384, 0.24299, -0.59623)  -0.155
C (-3.95603, 0.38777, -0.89737)  -0.077
C (-4.38798, 0.13901, -2.20529)  -0.094
C (-3.47087, -0.19973, -3.20544)  -0.085
C (-2.09867, -0.28207, -2.90049)  -0.146
O (3.39304, 1.52823, -3.46504)  -0.047
O (2.82430, -1.03360, -3.84383)  -0.119
H (5.12226, 1.63593, 0.09504)  0.122
H (4.76019, -2.68850, 0.27786)  0.132
H (6.19383, -0.62021, 0.51268)  0.123
C (0.06432, 3.02236, 0.51607)  -0.234
C (0.46047, 3.16243, -2.31029)  -0.228
H (2.60622, -3.65168, -0.69759)  0.103
H (1.88084, -3.00493, 0.79499)  0.099
H (3.16608, 1.94033, -2.59716)  0.019
H (3.18420, 2.95140, -0.49138)  0.100
C (-0.74058, -3.38324, -0.28421)  -0.237
C (0.81619, -3.23807, -2.70652)  -0.235
H (-2.20169, 0.32837, 0.41078)  0.030
H (-4.65878, 0.68391, -0.11690)  0.104
H (-5.45477, 0.20547, -2.43652)  0.105
H (-3.82739, -0.39377, -4.21821)  0.103
H (-1.35810, -0.53293, -3.65365)  0.076
H (0.43948, 0.17507, -2.67209)  0.080
H (2.58248, -1.07988, -4.77685)  0.052
H (3.11476, -0.08478, -3.69173)  -0.003
H (4.26434, 1.88329, -3.68097)  0.085
H (1.03219, -0.40082, -2.46938)  0.058
H (0.48058, 4.03535, 0.59601)  0.060
H (-1.01583, 3.07186, 0.32657)  0.056
H (0.24938, 2.46656, 1.44101)  0.034
H (0.73841, 4.20185, -2.07720)  0.056
H (1.02418, 2.81508, -3.18776)  0.041
H (-0.61917, 3.10143, -2.50781)  0.061
H (1.02087, -4.30247, -2.50509)  0.060
H (-0.10218, -3.13556, -3.30083)  0.056
H (1.66643, -2.76208, -3.22146)  0.025
H (-0.45865, -4.44549, -0.25818)  0.056
H (-0.89547, -3.00350, 0.73368)  0.047
H (-1.66496, -3.25469, -0.86303)  0.056
C (-3.90981, -0.21240, 2.84901)  -0.080
N (-3.36799, 1.09615, 3.06017)  -0.291
C (-3.80651, 1.77416, 4.24160)  -0.097
C (-2.12623, 1.53431, 2.45004)  -0.179
C (-1.04068, 0.52103, 2.66269)  -0.215
C (-0.87950, 0.09528, 3.99645)  -0.020
C (0.14993, -0.73527, 4.40332)  -0.052
C (1.06921, -1.12057, 3.43930)  -0.065
C (0.91478, -0.69857, 2.11304)  -0.128
C (-0.15015, 0.03946, 1.70666)  0.009
H (-4.97681, -0.14402, 3.10173)  0.093
H (-3.45926, -0.97857, 3.50501)  0.086
H (-3.79563, -0.53664, 1.80744)  0.073
H (-3.46381, 1.26551, 5.15676)  0.077
H (-3.41303, 2.79478, 4.23669)  0.089
H (-4.90087, 1.77698, 4.24094)  0.089
H (-2.28585, 1.75418, 1.38979)  0.080
H (-1.85532, 2.48864, 2.94517)  0.136
H (-1.62048, 0.41188, 4.71190)  0.104
H (0.18619, -1.05543, 5.44663)  0.120
H (1.90386, -1.76120, 3.70736)  0.110
H (1.68611, -0.98286, 1.41124)  0.052

=====

The evaluated calculated total energy for the records listed, in turn: -3433.10695 -4139.32023 -2085.43096 a.u..